(w)
21
Properties=species:S:1:pos:R:3 method="wB97M-V/def2-TZVPD" mol_weight_g_mol=119.164 total_charge=0
C 0.708 -0.270 -0.110
H -1.738 -0.503 -1.047
H 2.571 0.342 -1.024
H 1.517 1.684 -0.595
H -3.469 0.753 1.010
C -1.545 -0.123 -0.057
H 0.350 -1.758 -1.636
O -3.286 0.628 0.068
H 1.138 0.672 -2.004
C 0.739 -1.696 -0.619
O -0.723 1.716 1.249
H 1.768 -2.083 -0.639
C 1.519 0.664 -0.982
H 1.056 -1.032 1.792
H -1.136 1.880 -0.735
C -1.048 1.176 0.085
H 2.038 0.232 1.424
H 0.157 -2.369 0.015
N 1.109 -0.157 1.283
H -0.164 1.043 1.736
H -1.560 -0.798 0.785

=====

(x)
21
Properties=species:S:1:pos:R:3 method="wB97M-V/def2-TZVPD" mol_weight_g_mol=119.164 total_charge=0
H 2.573 0.034 1.994
C -1.290 -1.483 -0.126
H -0.763 -1.510 -2.186
C -2.187 -0.526 -0.352
N 0.763 -0.769 -1.125
H 2.211 1.513 -0.936
C 0.311 0.581 -1.346
H -1.346 1.920 2.561
H -2.799 -0.065 0.405
C 1.152 1.547 -1.193
H -0.799 1.828 1.169
O -0.549 1.932 2.090
H 1.049 0.256 2.469
H 0.285 -2.763 -1.074
H -1.042 -1.764 0.883
O 1.734 -0.225 1.997
H 0.826 2.568 -1.565
H -0.687 0.664 -1.864
H 1.558 -0.793 -0.433
C -0.244 -1.791 -1.138
H -2.343 -0.130 -1.312

=====

Going by the energies, (x) is most stable and the next is 32.6 kcal/mol up.

=====

(w)
21
Properties=species:S:1:pos:R:3 method="wB97M-V/def2-TZVPD" mol_weight_g_mol=119.164 total_charge=0
H 0.444 0.794 -1.881
C -0.291 1.160 0.268
O 4.737 -1.517 -2.117
C -0.135 0.349 -1.044
H -2.320 0.346 -1.423
H -1.337 -0.652 -2.620
N -1.599 1.401 2.341
C -0.584 -0.853 1.636
H 4.597 -2.361 -1.694
H 0.542 -0.521 -0.929
H -1.340 0.889 3.190
H 0.707 1.491 0.555
C -1.438 -0.248 -1.588
H -2.170 0.160 0.791
H -0.470 -1.684 0.935
H -1.539 -1.294 -1.237
C -1.244 0.440 1.277
H 5.362 -1.070 -1.532
O -0.201 -1.107 2.763
H -0.952 2.182 2.337
H -0.767 2.094 -0.028

=====

(x)
21
Properties=species:S:1:pos:R:3 method="wB97M-V/def2-TZVPD" mol_weight_g_mol=119.164 total_charge=0
H -1.040 0.565 -0.249
H 0.635 2.385 1.172
C -1.463 -1.261 0.739
H 1.539 -2.160 0.123
C 1.106 -0.171 0.411
C 0.701 2.332 0.084
H 1.622 2.832 -0.239
H -2.506 0.599 0.809
H -2.594 -0.224 -0.786
H 1.526 0.071 1.384
O -1.314 -2.407 -0.058
H -0.137 2.881 -0.346
H 1.071 -0.134 -1.903
H -1.889 -1.558 1.694
H -0.161 -0.826 0.878
C -1.997 -0.060 0.110
H 2.716 -1.144 -0.459
H -0.967 -2.132 -0.917
C 0.679 0.908 -0.380
O 0.750 0.774 -1.752
N 1.721 -1.269 -0.316

=====

Going by the energies, (w) is most stable and the next is 38.2 kcal/mol up.